Record 1
{
  "formula": "C21H43BCdO2P2",
  "method": "ωB97M-V with the def2-TZVPD basis set",
  "elements": ["P", "P", "C", "C", "H", "H", "H", "H", "C", "H", "H", "H", "C", "H", "H", "H", "C", "H", "H", "H", "C", "H", "H", "H", "Cd", "C", "C", "C", "C", "C", "C", "C", "C", "C", "H", "H", "H", "H", "H", "H", "H", "H", "H", "H", "H", "H", "H", "H", "H", "C", "C", "C", "O", "B", "O", "C", "C", "C", "H", "H", "H", "H", "H", "H", "H", "H", "H", "H", "H", "H"],
  "coordinates": [[-0.003995, -1.773527, -3.290010], [0.308311, 1.543026, -2.849532], [0.801351, -0.615112, -4.586310], [1.350083, 0.704315, -4.020901], [0.069206, -0.435270, -5.388705], [1.633847, -1.197165, -5.042722], [2.335468, 0.532488, -3.567102], [1.517568, 1.396537, -4.862971], [-0.119519, 3.145622, -3.563675], [-0.489223, 3.822121, -2.790178], [-0.891902, 3.055526, -4.349772], [0.780941, 3.597284, -4.000598], [1.317124, 1.984542, -1.401270], [1.958207, 2.838728, -1.685122], [2.014587, 1.127684, -1.171997], [0.673800, 2.290803, -0.555120], [-0.880435, -3.041186, -4.279828], [-1.142841, -3.858318, -3.605934], [-0.200817, -3.414349, -5.046306], [-1.782566, -2.666397, -4.775962], [1.591985, -2.795296, -3.189100], [2.478872, -2.149539, -3.153738], [1.651047, -3.394711, -4.106745], [1.580766, -3.472327, -2.329296], [2.199273, 0.231028, 0.739673], [-1.397752, 0.670508, -2.706577], [-1.702344, -0.668564, -3.364004], [-3.052189, -1.225447, -2.815162], [-3.081941, -2.179133, -1.576914], [-1.825784, -2.846675, -1.354508], [-0.615259, -2.112480, -1.526482], [-0.496899, -0.709620, -0.785224], [-1.500661, 0.422720, -1.186509], [1.677499, -1.225739, 2.471413], [-2.102414, 1.417199, -3.014217], [-1.835062, -0.492624, -4.438921], [-3.581178, -1.752455, -3.621052], [-3.697235, -0.370096, -2.574812], [-3.453358, -1.611645, -0.702976], [-3.828805, -2.962393, -1.755685], [-1.799734, -3.742138, -0.750027], [0.213978, -2.692665, -1.111994], [0.526949, -0.317315, -1.023938], [-0.528194, -0.859240, 0.310343], [-2.524848, 0.086624, -0.914286], [-1.291953, 1.315173, -0.580089], [2.220270, -2.003453, 1.883523], [0.665217, -1.653455, 2.554205], [2.172605, -1.316570, 3.444156], [1.652036, 3.007032, 5.157171], [1.418315, 1.514005, 5.007686], [1.972563, 0.817249, 6.237566], [2.187948, 1.074428, 3.882270], [1.295718, 0.641649, 2.899333], [-0.033161, 1.005598, 3.201014], [-0.089346, 1.161383, 4.630765], [-0.556388, -0.151972, 5.249343], [-1.112259, 2.218099, 4.988227], [2.720324, 3.163821, 5.348631], [1.098239, 3.386741, 6.024200], [1.380341, 3.550167, 4.253583], [3.022266, 1.118926, 6.355657], [1.424360, 1.142143, 7.125718], [1.956575, -0.280288, 6.152108], [-0.688393, -0.015342, 6.329679], [-1.537318, -0.407287, 4.833596], [0.130472, -0.987142, 5.066815], [-0.866938, 3.203179, 4.589524], [-2.092640, 1.926863, 4.600638], [-1.194761, 2.283758, 6.079452]],
  "atomic_forces_ev_per_a": [[-1.8, -0.8, -1.3], [-1.5, -0.2, -0.5], [0.0, -0.6, -0.1], [0.9, -0.4, -1.2], [0.1, 0.1, 0.3], [-0.5, 0.5, 0.3], [-0.2, 0.1, 0.1], [0.1, 0.0, 0.3], [-0.1, 0.4, -0.6], [-0.1, -0.1, 0.0], [0.4, -0.1, 0.4], [-0.2, -0.1, 0.1], [0.0, 0.1, -0.8], [-0.3, -0.2, 0.0], [-0.9, 1.2, -0.4], [0.5, -0.4, -0.3], [0.4, -0.1, -0.7], [0.0, 0.1, 0.1], [0.0, -0.1, -0.1], [0.2, -0.1, 0.3], [0.5, -0.2, -0.2], [0.0, -0.1, 0.2], [0.3, 0.0, 0.2], [0.1, 0.1, -0.2], [1.1, 0.4, 0.0], [0.6, -0.2, 2.0], [0.6, 0.6, -1.0], [-0.3, -0.3, 0.1], [-1.3, 0.5, -0.8], [1.5, -0.3, 0.1], [1.3, 0.8, 2.8], [-0.4, 0.1, -0.2], [-0.1, -0.9, 0.7], [-1.5, -0.2, 2.5], [-0.3, 0.9, -0.2], [-0.2, 0.1, 0.0], [0.4, 0.1, 0.0], [-0.2, 0.1, -0.1], [-0.2, 0.1, 0.1], [-0.3, 0.4, -0.1], [0.1, -0.3, -0.2], [0.0, 0.0, 0.2], [-0.3, -0.3, -0.1], [-0.2, 0.0, -0.3], [0.7, 0.4, -0.2], [-0.1, 0.0, -0.1], [0.0, 1.3, -0.6], [0.2, 0.1, 0.1], [-0.2, -0.2, 0.1], [0.2, 0.1, 0.3], [-0.3, 0.5, 0.1], [0.2, -0.3, 0.0], [-0.5, -0.7, -1.0], [0.3, -1.6, 0.8], [1.1, -0.7, -1.0], [0.5, -0.1, 0.4], [-0.1, -0.2, 0.0], [-0.1, 0.3, 0.0], [-0.2, 0.0, -0.1], [0.1, 0.1, -0.3], [-0.1, 0.0, 0.0], [-0.3, -0.1, 0.0], [0.0, -0.2, 0.0], [-0.1, 0.4, 0.1], [0.1, -0.2, -0.2], [0.2, 0.0, 0.0], [-0.1, 0.2, 0.0], [0.0, -0.1, 0.0], [0.1, 0.0, 0.0], [0.0, 0.1, -0.2]],
  "charge": 0,
  "relative_energy_kcal_mol": 25.7,
  "total_energy_ev": -50380.456,
  "multiplicity": 1
}



Record 2
{
  "formula": "C56H44BrIN7O4Zr",
  "method": "ωB97M-V with the def2-TZVPD basis set",
  "elements": ["Zr", "C", "C", "C", "C", "C", "C", "C", "C", "C", "C", "C", "C", "C", "C", "C", "C", "C", "C", "C", "N", "C", "C", "C", "C", "C", "C", "C", "C", "C", "C", "C", "C", "N", "C", "C", "C", "C", "C", "N", "C", "C", "C", "C", "C", "C", "C", "C", "N", "H", "H", "H", "H", "H", "H", "H", "H", "H", "H", "H", "H", "H", "H", "H", "H", "H", "H", "H", "H", "H", "H", "H", "H", "H", "H", "H", "H", "C", "C", "N", "O", "C", "C", "N", "O", "H", "H", "H", "H", "H", "H", "H", "N", "C", "C", "O", "O", "H", "H", "H", "H", "H", "Br", "C", "C", "C", "C", "C", "C", "I", "H", "H", "H", "H"],
  "coordinates": [[0.256303, -0.511080, 0.194336], [1.640137, -7.680534, 2.913338], [2.789117, -6.969366, 2.742466], [2.798552, -5.683407, 2.224787], [1.578196, -5.124582, 1.841582], [0.442179, -5.837737, 1.965357], [0.447933, -7.094260, 2.557102], [1.552107, -3.677357, 1.347529], [1.616348, -3.411768, -0.018112], [1.682614, -4.445227, -1.043746], [1.687147, -3.845077, -2.245634], [1.479892, -2.420476, -1.961516], [1.493288, -1.491326, -2.941357], [1.452211, -1.778864, -4.404288], [2.467018, -2.499832, -5.047967], [2.392247, -2.755887, -6.424135], [1.263909, -2.295260, -7.124773], [0.285521, -1.560437, -6.511454], [0.362210, -1.333260, -5.110172], [1.553876, -0.061677, -2.626690], [1.378579, 0.454387, -1.350468], [1.614291, 1.795597, -1.526573], [1.492033, 2.785214, -0.530723], [1.861480, 4.217725, -0.912714], [0.992596, 5.157720, -1.439089], [1.371990, 6.400014, -1.909532], [2.703242, 6.767621, -1.827621], [3.590548, 5.934077, -1.165960], [3.227114, 4.619271, -0.704603], [1.132853, 2.568751, 0.792323], [0.920134, 3.587772, 1.808708], [0.592567, 2.998395, 2.979728], [0.561915, 1.573427, 2.674264], [0.806518, 1.327851, 1.312859], [0.579172, 0.530886, 3.601913], [0.910399, -0.788819, 3.330397], [1.236734, -1.679292, 4.407143], [1.514587, -2.893795, 3.749334], [1.364220, -2.680837, 2.336587], [1.090393, -1.404995, 2.127784], [0.493052, 0.983751, 5.050491], [-0.743878, 1.019741, 5.733059], [-0.792476, 1.441574, 7.006613], [0.373672, 1.799910, 7.698844], [1.600031, 1.783878, 7.026750], [1.679949, 1.353089, 5.670933], [2.027294, 2.070477, -2.876974], [1.965135, 0.871026, -3.537006], [1.400655, -2.195232, -0.620915], [1.648949, -8.743939, 3.141376], [3.748902, -7.414873, 3.044060], [3.737933, -5.110622, 2.079421], [-0.465382, -5.290522, 1.771005], [-0.521310, -7.610791, 2.599735], [1.828121, -5.444910, -0.961925], [1.896409, -4.200149, -3.280029], [3.304290, -2.912259, -4.433910], [3.083624, -3.427253, -6.929915], [1.129230, -2.577724, -8.156958], [-0.603942, -1.348050, -7.105839], [-0.383656, -0.690434, -4.674312], [-0.002000, 4.856296, -1.678088], [0.659864, 7.032884, -2.347677], [3.045955, 7.756938, -2.132442], [4.611602, 6.288989, -1.013899], [3.972508, 3.904823, -0.345344], [1.063806, 4.600992, 1.482396], [0.505257, 3.390330, 3.916702], [1.063622, -1.331168, 5.375234], [1.942106, -3.825309, 4.139571], [-1.635708, 0.655095, 5.304543], [-1.641135, 1.340778, 7.691196], [0.347869, 2.159621, 8.714443], [2.478896, 2.044488, 7.567031], [2.661340, 1.368893, 5.159344], [2.367330, 2.972311, -3.318143], [2.261315, 0.704152, -4.627637], [-4.031308, 0.207863, 2.087776], [-2.748153, -0.390368, 1.483742], [-1.816897, 0.389471, 1.120392], [-2.023572, 1.728700, 1.216567], [-2.589803, -1.828765, 1.201730], [-3.820922, -2.685477, 1.537073], [-1.446942, -2.159299, 0.735512], [-1.396858, -3.473622, 0.354024], [-4.148435, 1.236277, 1.721476], [-3.839352, 0.436048, 3.129857], [-4.919636, -0.435808, 1.980346], [-1.138389, 2.114680, 0.979369], [-3.582022, -3.793565, 1.407886], [-4.640492, -2.423886, 0.835742], [-4.178438, -2.432999, 2.525027], [-2.546547, -3.471739, -2.043739], [-1.972735, -2.290991, -2.729543], [-2.241793, -1.160291, -1.735568], [-3.347256, -0.956150, -1.274185], [-1.083512, -0.555297, -1.440866], [-2.437907, -4.348569, -2.584591], [-3.520835, -3.282299, -1.996153], [-1.887792, -3.495030, -0.557213], [-2.445949, -2.036150, -3.674308], [-0.924793, -2.487911, -2.837376], [-1.711893, 8.466223, -2.001026], [-2.722724, 6.852137, -2.415983], [-2.947429, 6.532039, -3.763874], [-3.640920, 5.346786, -4.083581], [-4.052472, 4.484124, -3.052083], [-3.775350, 4.780194, -1.721312], [-3.115572, 5.963393, -1.400857], [-2.633533, 6.320005, 0.658939], [-2.610373, 7.182999, -4.554087], [-3.735970, 5.070580, -5.138084], [-4.475550, 3.484175, -3.258759], [-4.139274, 4.042160, -0.924414]],
  "atomic_forces_ev_per_a": [[-1.1, -0.5, 0.5], [-1.0, -1.0, -0.4], [2.3, 0.3, 0.3], [0.3, 0.3, -0.2], [2.4, 1.9, -0.6], [-1.5, 0.0, 1.0], [-1.2, -0.1, -0.8], [-0.2, -0.3, 0.3], [-1.3, -0.9, 0.3], [0.5, 2.3, -0.5], [-0.2, 1.2, -0.5], [0.5, -1.6, -0.7], [0.0, 3.6, -0.3], [0.5, -0.7, 0.6], [0.7, -0.6, -0.2], [-0.8, -0.1, 0.7], [0.9, -0.5, -0.1], [-0.5, -0.4, 1.1], [-0.3, 0.6, -2.2], [-0.4, -4.1, 1.4], [0.3, 0.5, -1.7], [0.4, 1.6, 0.7], [0.2, 0.9, -1.0], [2.3, -0.1, 0.7], [-0.4, -0.6, -0.7], [1.3, -0.7, 0.4], [0.0, 0.4, 0.9], [0.5, -1.7, 0.6], [-1.3, 1.3, -1.4], [-1.1, -0.2, 0.5], [0.6, -0.1, -1.6], [0.4, -2.3, -2.8], [0.5, -0.4, -0.6], [0.4, 0.9, 1.0], [-0.1, 0.9, 0.5], [0.3, 0.2, 0.9], [-0.3, -2.4, -3.3], [0.3, 0.6, 1.8], [1.0, -1.6, 0.5], [-1.4, 2.4, -2.0], [-0.1, -0.4, -0.8], [1.3, -0.3, -1.2], [0.4, 0.1, 3.4], [0.9, 0.4, -1.3], [-0.9, -0.6, -0.8], [-0.2, 0.7, 1.3], [-0.3, -1.1, 0.2], [1.0, 1.9, -2.7], [0.4, -0.3, 0.6], [0.1, 0.3, 0.5], [-0.5, 0.2, -0.3], [-0.7, -0.5, 0.2], [-0.4, -0.3, -0.3], [0.6, 0.0, 0.3], [0.4, -2.8, 1.0], [-0.5, 0.0, 1.3], [-0.7, 0.5, -0.7], [0.1, 0.4, 0.2], [0.1, 0.1, -0.2], [0.2, 0.4, 0.4], [-0.2, -0.1, 0.4], [-0.8, -0.2, 0.2], [-0.8, 0.7, -0.5], [-0.1, -0.3, -0.1], [-0.2, -0.3, -0.1], [-0.3, 0.4, 0.1], [0.0, 0.4, 0.6], [-0.4, 1.0, 2.2], [0.4, -0.3, 1.6], [-0.6, 0.5, 0.1], [-0.8, -0.3, -0.9], [-0.3, 0.2, -0.9], [-0.1, -0.2, 0.2], [0.6, 0.2, 0.2], [-0.8, -0.2, 0.2], [0.1, 0.8, 0.1], [-0.6, 0.1, 1.9], [0.7, 0.0, -0.4], [-1.8, 1.6, 0.7], [1.4, -0.7, -0.4], [0.6, 0.4, 0.0], [-0.8, 0.3, 1.0], [1.1, -1.2, -1.6], [-0.7, -0.2, 0.3], [0.3, -0.6, -0.6], [-0.4, -0.6, -0.5], [0.0, -0.5, 0.5], [0.5, 0.6, 0.0], [-1.0, -0.3, 0.3], [-0.4, 1.6, 0.4], [0.5, -0.1, 0.2], [0.1, -0.2, 0.3], [0.4, -0.8, -0.9], [-0.8, -0.4, 0.8], [1.8, 0.3, -0.3], [0.6, 0.2, -0.3], [-1.5, 0.0, 0.5], [0.0, 0.8, 0.4], [-1.1, -0.1, 0.3], [0.3, -0.4, 0.2], [0.0, -0.2, -0.3], [0.4, 0.3, -0.3], [-0.7, -0.8, -0.3], [0.5, 0.0, 0.0], [-0.7, -0.7, 0.6], [0.6, 0.1, 0.6], [0.4, -0.4, -0.5], [-0.8, -0.8, 0.8], [0.3, 0.4, 0.5], [-0.2, -0.2, -0.9], [0.1, 0.1, 0.0], [-0.2, 0.1, 0.5], [0.0, 0.8, -0.1], [0.8, 1.3, -1.1]],
  "charge": 1,
  "relative_energy_kcal_mol": 0.0,
  "total_energy_ev": -156826.186,
  "multiplicity": 1
}



The highest charge belongs to which entry? C56H44BrIN7O4Zr



Look up the charge of the second one. +1



Among the records above, which one has the lowest charge? C21H43BCdO2P2